The following is a quantum chemistry calculation of C2H5ClO3 in the gas phase in a non-equilibrium geometry, from OMol25.

Output
ΔE to the lowest compared entry with this formula, charge and spin, kJ/mol: 42.5
Highest occupied orbital energy, eV: -10.64
Orbital gap, eV: 11.13
SMILES string: OCC(O)(O)Cl
E_tot, hartree: -765.09677

Each line ends with the natural charge from an NBO analysis.
Geometry (Å):
Cl 1.6102 -0.8828 -1.2162  -0.374
O -0.1898 1.6991 -0.5832  -0.698
O 0.1901 -1.4385 1.1839  -0.646
O -1.1425 -0.8734 -0.6558  -0.684
C 0.1153 0.8269 0.4671  -0.157
C -0.0006 -0.6555 0.1193  0.674
H 1.1394 0.9981 0.6918  0.203
H -0.6229 1.0601 1.1345  0.201
H -0.3621 -2.1993 1.0205  0.500
H -1.2625 0.0084 -1.0051  0.501
H 0.5254 1.4569 -1.1570  0.481